# C5H11N

The molecule C5H11N (the ωB97M-V functional and the def2-TZVPD basis, the OMol25 dataset).

- HOMO energy: -7.0 eV
- Orbital gap: 8.036 eV
- Multiplicity: 1
- Calculated total energy: -251.648190 hartree

Each line ends with the Mulliken charge.
Cartesian coordinates (Å):
H (1.862, -0.996, 0.988)  0.274
H (-1.905, -1.347, 0.873)  0.237
C (-0.674, 1.274, 0.539)  -0.444
H (1.979, 0.577, 0.163)  0.299
H (-0.529, 1.066, -2.264)  0.326
H (-0.037, 2.062, 0.131)  0.316
C (1.508, 0.042, 1.003)  -1.107
H (-0.216, -0.686, -2.183)  0.276
C (0.002, 0.081, 1.066)  -0.119
H (0.999, 0.463, -1.563)  0.265
N (-0.797, 0.217, -0.422)  0.046
H (-1.219, -1.754, -0.707)  0.380
H (-1.605, 1.641, 0.977)  0.187
C (-0.978, -1.349, 0.306)  -0.773
H (-0.254, -2.069, 0.718)  0.246
C (-0.076, 0.274, -1.666)  -0.745
H (1.929, 0.499, 1.913)  0.338